[1]
This record from the Open Molecules 2025 dataset describes a structure of composition C10H15O9Pt2 at a distorted geometry. The level of theory is ωB97M-V/def2-TZVPD.

Properties
- <S²> = 6.02
- total energy (Eh) = -1305.33873
- max |F| (eV/Å) = 3.306
- HOMO (spin up / spin down) (eV) = -12.7 / -12.6

Structure (ORCA input):
```
! RIJCOSX wB97M-V def2-TZVPD def2/J DEFGRID3
* xyz 1 5
Pt -25.70400 -11.50416 10.28760
Pt -24.22253 -9.14377 7.56316
C -25.91498 -10.24693 14.36488
C -25.01733 -11.25836 13.70180
O -25.24569 -11.57675 12.53049
O -24.02330 -11.85147 14.22165
H -26.33341 -9.65966 13.54284
H -25.45442 -9.38520 14.86678
H -26.58127 -10.70641 15.08769
C -24.79313 -7.11245 11.33116
C -24.64649 -8.21007 10.30342
O -24.07738 -7.89120 9.21855
O -25.18920 -9.32033 10.52799
H -23.87308 -6.88892 11.86483
H -25.62044 -7.34973 11.99497
H -25.07317 -6.22034 10.77138
C -22.31852 -12.78138 8.36348
C -23.35146 -12.03188 9.11759
O -24.17941 -11.23630 8.56524
O -23.53497 -12.27892 10.33439
H -21.55442 -13.33817 8.90424
H -21.80814 -12.24469 7.56482
H -22.81930 -13.61446 7.85251
C -27.81082 -4.93102 11.03030
C -28.82751 -6.05787 11.05945
C -28.33343 -7.44075 10.54323
O -28.21215 -8.21193 11.76378
C -28.83926 -7.61928 12.75022
O -29.14677 -8.09043 13.79271
O -29.28036 -6.37946 12.35369
H -27.27300 -4.83546 10.09080
H -27.03133 -5.00592 11.79328
H -28.39392 -4.07032 11.36479
H -29.61816 -5.88567 10.32689
H -27.40340 -7.49226 9.98280
H -29.09134 -7.98706 9.98242
*
```

natural (NBO) atomic charge list, values in e, 4 entries: Pt 1.40; Pt 0.75; C -0.75; C 0.76



[2]
This record from the Open Molecules 2025 dataset describes a cluster of 2 separate species, C10H16 in total at a distorted geometry. The level of theory is ωB97M-V/def2-TZVPD.

Properties
- <S²> = 0.76
- ΔE to the lowest compared entry with this formula, charge and spin (kJ/mol) = 43.5
- total energy (Eh) = -390.56664
- max |F| (eV/Å) = 1.557
- HOMO (spin up / spin down) (eV) = 0.7 / -3.4

Structure (ORCA input):
```
! RIJCOSX wB97M-V def2-TZVPD def2/J DEFGRID3
* xyz -1 2
C -1.65889 -1.66646 -2.02617
C 1.27003 0.69293 -1.49836
C 1.99909 0.09820 -0.47095
C 0.09918 0.16683 -2.01471
C -0.47482 -1.01717 -1.40429
C 1.41944 -1.05656 0.17279
C 0.23533 -1.58254 -0.34998
H 1.69621 1.58077 -1.95453
H 2.94690 0.51060 -0.14543
H -0.49054 0.79218 -2.67324
H 1.76303 -1.69516 0.97399
H -2.42034 -0.96421 -2.38450
H -2.24872 -2.21331 -1.27120
H -0.09748 -2.58573 -0.09683
H -1.52367 -2.40843 -2.82632
C -0.86700 1.80894 2.00480
C 0.30860 1.49062 2.94683
C -1.53656 0.54888 1.46101
H -1.58189 2.43574 2.53920
H -0.51090 2.39919 1.16027
H -0.02213 0.71912 3.64697
H -1.50669 -0.26297 2.19414
H -2.63100 0.68051 1.38951
H 0.63249 2.44527 3.37940
H 1.15686 1.09441 2.38705
H -1.17178 0.19431 0.50381
*
```

natural (NBO) atomic charge list, values in e, 4 entries: C -0.61; C -0.20; C -0.39; C -0.41